C19H23CrN4O2S | wB97M-V/def2-TZVPD

The geometry in ORCA input format:
```
! wB97M-V def2-TZVPD RIJCOSX def2/J DEFGRID3
* xyz 2 4
Cr -0.228 0.734 0.674
C 2.843 0.540 -2.427
C 2.270 1.177 -1.203
C 1.073 1.934 -1.297
C 0.620 2.725 -0.240
C -0.363 3.837 -0.486
C 1.219 2.517 1.025
C 2.353 1.690 1.167
C 3.015 1.545 2.498
C 2.889 1.073 0.026
H 3.472 1.268 -2.947
H 2.064 0.230 -3.123
H 3.474 -0.311 -2.179
H 0.586 2.028 -2.261
H 0.199 4.697 -0.856
H -0.884 4.137 0.419
H -1.094 3.572 -1.250
H 0.910 3.134 1.862
H 2.316 1.697 3.319
H 3.791 2.310 2.585
H 3.500 0.576 2.605
H 3.793 0.484 0.127
O -1.218 -0.771 1.196
N -0.797 -1.987 0.919
N 0.255 -1.951 0.237
O 0.776 -0.800 -0.094
C 0.905 -3.175 -0.192
C 0.499 -4.377 0.369
C 1.128 -5.532 -0.063
C 2.128 -5.468 -1.027
C 2.511 -4.249 -1.568
C 1.898 -3.078 -1.150
H -0.275 -4.413 1.121
H 0.838 -6.484 0.359
H 2.609 -6.378 -1.360
H 3.287 -4.208 -2.319
H 2.173 -2.122 -1.566
C -2.778 0.308 4.552
N -3.505 0.414 3.285
C -4.741 -0.150 3.035
C -5.073 0.153 1.761
N -4.030 0.900 1.260
C -3.077 1.050 2.191
S -1.626 1.995 2.074
H -3.475 -0.034 5.310
H -2.387 1.282 4.830
H -1.964 -0.406 4.447
H -5.269 -0.711 3.785
H -5.945 -0.085 1.180
H -3.986 1.315 0.344
*
```

As for the largest force on an atom: 0.524 eV/Å. The energy above the lowest of the compared OMol25 structures with the same formula, charge and spin comes out at 26.4 kcal/mol. The highest occupied orbital energy (alpha / beta) is -14.7629 / -14.8725 eV.

Charges per atom according to Mulliken partitioning, unit e: Cr 0.77; C -1.82; C 0.90; C -0.79; C 1.10; C -1.79; C -1.16; C 1.11; C -1.57; C -0.58; H 0.44; H 0.47; H 0.43; H 0.53; H 0.39; H 0.35; H 0.41; H 0.81; H 0.41; H 0.37; H 0.41; H 0.47; O -0.38; N -0.63; N 1.36; O -0.72; C 0.54; C -0.40; C -0.57; C -0.52; C -0.52; C -0.27; H 0.47; H 0.41; H 0.42; H 0.40; H 0.24; C -0.83; N 0.18; C -0.09; C -0.57; N 0.04; C 0.19; S -0.48; H 0.33; H 0.36; H 0.29; H 0.45; H 0.44; H 0.20